Below is a structure of composition C5H5NNiO5 at a distorted geometry, with properties calculated with wB97M-V/def2-TZVPD.

The geometry in XYZ format:
```
17
C5H5NNiO5 | OMol25 | wB97M-V/def2-TZVPD
O -1.01377 3.90930 -2.77958
C -0.45506 2.96313 -2.34866
Ni -0.42771 -1.69205 -1.40419
C 1.09294 -1.60009 -2.37884
C -1.24013 -1.21754 -2.97036
O 2.19628 -1.93579 -2.35712
O -1.77972 -0.96428 -3.95776
N 0.89603 -0.46753 2.34631
C -0.22409 0.51432 2.18122
C -0.54461 0.35078 0.73850
O -1.12503 1.28557 0.13728
O -0.15989 -0.81129 0.24354
H 0.63316 -1.45811 2.27347
H 1.27305 -0.34961 3.31408
H 1.64332 -0.25763 1.69322
H -0.99774 0.23106 2.87232
H 0.23296 1.49976 2.39657
```

LUMO level (alpha / beta) in eV: -10.18 / -11.89
E_HOMO (alpha / beta) in Ha: -0.6639 / -0.6627
Total energy in eV: -58015.770
Total charge: +2
Kohn-Sham gap (alpha / beta) in eV: 7.89 / 6.14
⟨S²⟩: 2.01
2S+1: 3

The molecule's Löwdin atomic charges, reported in e, are given here:
1. O 0.013
2. C 0.030
3. Ni 0.817
4. C 0.041
5. C 0.031
6. O 0.289
7. O 0.288
8. N 0.175
9. C -0.005
10. C -0.527
11. O 0.087
12. O -0.127
13. H 0.177
14. H 0.203
15. H 0.171
16. H 0.159
17. H 0.177

Below is the molecule C5H5NO at a distorted geometry, with properties calculated with wB97M-V/def2-TZVPD.

The geometry in XYZ format:
```
12
C5H5NO | OMol25 | wB97M-V/def2-TZVPD
C 0.26223 0.04647 -0.07372
C -0.51759 -1.05231 -0.01454
C -1.73370 -1.04097 0.02511
C 1.79537 0.14205 0.12304
C 2.99019 -0.02618 -0.08899
H -0.90761 2.97747 0.18955
H 0.00415 -2.01831 0.03267
H -2.31591 -0.15538 -0.05449
H -2.53300 -2.03519 -0.00408
H 3.97646 -0.10483 -0.14098
N 0.09457 1.36988 0.12790
O -1.11516 1.89731 -0.12147
```

LUMO level in eV: 0.25
Structure (SMILES): C#C/C(C=C)=N/O
E_HOMO in Ha: -0.3199
Total energy in eV: -8796.115
Kohn-Sham gap in eV: 8.95

The molecule's Löwdin atomic charges, reported in e, are given here:
1. C -0.254
2. C -0.223
3. C 0.002
4. C -0.065
5. C 0.118
6. H 0.229
7. H 0.137
8. H 0.047
9. H 0.156
10. H -0.030
11. N -0.030
12. O -0.088